{"formula": "C3H5N3", "method": "ωB97M-V/def2-TZVPD", "energy_ev": -7659.02689, "smiles": "Nc1cn[nH]c1", "lumo_ev": 1.02, "species": ["N", "N", "N", "C", "C", "C", "H", "H", "H", "H", "H"], "positions_angstrom": [[1.3605, 1.3142, -0.0817], [-1.8176, -0.4140, -0.1341], [1.7710, 0.0373, -0.2611], [-0.4899, -0.0378, -0.1170], [0.1085, 1.1256, 0.3840], [0.6880, -0.7930, -0.0820], [-0.2091, 1.5711, 1.3262], [2.5221, -0.1938, -0.9048], [-2.1898, -0.9957, -0.8706], [0.7576, -1.7578, 0.3885], [-2.5013, 0.1440, 0.3526]], "forces_ev_per_a": [[0.335, -0.159, 1.953], [0.113, -0.328, 0.555], [-0.528, -0.331, -0.333], [1.059, -1.046, 2.143], [-0.403, 2.200, -0.944], [-0.666, -1.425, -1.805], [-0.587, 1.368, -0.941], [-0.115, 0.212, 0.348], [0.422, 0.083, 0.263], [0.184, -0.698, -1.012], [0.187, 0.123, -0.228]], "nbo_charge": [-0.291, -0.822, -0.366, 0.108, -0.088, -0.149, 0.205, 0.398, 0.400, 0.217, 0.387]}